# 1
ORCA calculation (the ωB97M-V functional and the def2-TZVPD basis) on a molecular structure, C15H15FeNO3 in a non-equilibrium geometry.

The geometry in XYZ format:
```
35
C15H15FeNO3 (the ωB97M-V functional and the def2-TZVPD basis)
C 0.32182 1.52686 -1.89613
C 0.66008 1.54153 -0.45125
C 0.14758 0.59786 0.49238
Fe -1.83541 0.97774 0.79789
C -1.99702 -0.87918 0.98665
O -2.14692 -2.02854 0.90392
C -2.36102 0.63580 -1.01008
O -3.00301 0.28537 -1.92133
C -2.03737 1.61190 2.69116
C -3.29387 1.26268 2.06936
C -3.46426 2.10679 0.91428
C -2.30731 2.96345 0.81956
C -1.43798 2.65974 1.91348
H 1.21586 1.60239 -2.54554
H -0.18609 0.57994 -2.16640
H -0.34069 2.37706 -2.16994
H 1.27223 2.38591 -0.09763
H 0.24421 -0.48317 0.24215
H 0.55173 0.77987 1.51329
H -1.64766 1.22502 3.63022
H -4.02480 0.54125 2.44154
H -4.34538 2.16894 0.28414
H -2.16168 3.76804 0.10913
H -0.53378 3.21278 2.15768
O 2.33874 -0.48814 -1.28250
C 2.73374 -1.66408 -1.14681
C 3.68439 -2.07699 -0.12363
C 3.82160 -3.41728 0.19720
N 3.20590 -4.40654 -0.47619
C 2.47410 -4.07952 -1.55820
C 2.23267 -2.76948 -1.94993
H 4.18328 -1.31859 0.48041
H 4.43607 -3.73144 1.05715
H 2.03503 -4.91810 -2.12378
H 1.56522 -2.54986 -2.78227
```

Values from the calculation:
- Max |F|: 7.1 eV/A
- E_tot: -2124.49300 Eh
- Relative energy (zero: lowest compared OMol25 entry of this formula, charge and spin): 1.335 eV
- M: 313.1 g/mol
- Multiplicity: 5
- Kohn-Sham gap (alpha / beta): 5.48 / 2.75 eV
- LUMO energy (alpha / beta): -0.94 / -3.11 eV

Löwdin population analysis, charges in e, atoms 1 to 8:
1 C -0.110
2 C -0.122
3 C -0.155
4 Fe 0.317
5 C -0.031
6 O 0.199
7 C -0.031
8 O 0.178

=====

# 2
ORCA calculation (the ωB97M-V functional and the def2-TZVPD basis) on a molecular structure, C45H38IrN8O5P2Se3 in a non-equilibrium geometry.

The geometry in XYZ format:
```
102
C45H38IrN8O5P2Se3 (the ωB97M-V functional and the def2-TZVPD basis)
Ir -0.32394 0.28307 -0.09156
O -1.56403 -0.29920 1.48576
C -1.73570 0.64524 2.39623
C -3.03872 0.98158 2.80269
C -3.27499 1.97550 3.72697
C -2.22025 2.66858 4.32734
C -0.93496 2.34101 3.97293
C -0.66938 1.35424 3.01189
C 0.69365 1.13228 2.62982
N 0.99571 0.32772 1.68184
N 2.32119 0.06443 1.36733
C 2.35764 -0.87025 0.38361
O 1.30255 -1.23173 -0.19284
C 3.63354 -1.51528 0.01239
C 3.77173 -1.99150 -1.28603
C 4.93852 -2.63383 -1.66772
C 5.95191 -2.83108 -0.74197
C 5.79691 -2.39800 0.57017
C 4.64087 -1.74108 0.94895
H -3.86044 0.44612 2.34907
H -4.29627 2.23507 3.97737
H -2.41556 3.45142 5.04647
H -0.09425 2.86306 4.41622
H 1.48320 1.67411 3.15272
H 2.96673 -1.83852 -1.99132
H 5.06049 -2.97873 -2.68577
H 6.86214 -3.33627 -1.03838
H 6.58346 -2.57223 1.29210
H 4.50919 -1.41237 1.97087
Se 1.96770 2.38544 -6.58244
P 1.76740 3.51911 -4.81690
C 3.34354 4.30086 -4.35519
C 3.36344 5.47309 -3.60344
C 4.57041 6.07890 -3.28839
C 5.76015 5.53013 -3.74601
C 5.73941 4.38409 -4.52773
C 4.53615 3.76542 -4.82906
C 0.58068 4.88683 -4.95975
C -0.19294 5.29955 -3.87914
C -1.06895 6.36686 -4.01745
C -1.19007 7.00879 -5.24107
C -0.44346 6.57691 -6.32945
C 0.44237 5.51990 -6.19101
C 1.10443 2.51309 -3.45233
C 1.32936 2.15768 -2.12239
N 0.36734 1.22745 -1.83989
N -0.38337 1.05068 -2.91702
N 0.03301 1.80675 -3.88069
P 2.66886 2.30053 -0.91811
Se 3.64330 1.39651 1.49038
C 4.03569 1.73977 -2.01768
C 3.75553 0.72675 -2.93685
C 4.73036 0.26573 -3.80718
C 6.01875 0.77499 -3.74093
C 6.31850 1.75110 -2.80374
C 5.33485 2.23742 -1.95571
C 2.99431 4.04944 -0.55625
C 2.05713 5.02204 -0.88397
C 2.27379 6.35218 -0.56193
C 3.44529 6.73079 0.07500
C 4.36512 5.76222 0.45296
C 4.12826 4.42740 0.16366
H 2.43521 5.92035 -3.27827
H 4.57842 6.98900 -2.70248
H 6.70290 6.00305 -3.49979
H 6.66311 3.97502 -4.91698
H 4.50968 2.87440 -5.44285
H -0.13863 4.77834 -2.93269
H -1.66133 6.68375 -3.16877
H -1.88337 7.83274 -5.35255
H -0.55783 7.05992 -7.29124
H 1.01682 5.16481 -7.03762
H 2.76266 0.29744 -2.98881
H 4.47445 -0.48882 -4.54017
H 6.77933 0.42345 -4.42662
H 7.32209 2.15258 -2.74023
H 5.59157 3.02362 -1.26132
H 1.12790 4.72922 -1.35030
H 1.51738 7.08927 -0.80057
H 3.63063 7.77323 0.30053
H 5.26024 6.04357 0.99249
H 4.82132 3.68329 0.53685
O -1.52358 1.97834 -0.02981
N -0.84173 3.08144 0.15098
O -1.40552 4.12698 -0.08617
O 0.30856 3.01444 0.57303
C -0.35071 -3.95843 -0.73058
N -1.59702 -3.44315 -0.17846
C -2.34814 -4.04606 0.80461
C -3.42303 -3.25581 1.02004
N -3.31222 -2.18801 0.16489
C -4.23583 -1.06773 0.05870
C -2.18544 -2.29538 -0.55240
Se -1.57630 -1.02305 -1.83065
H -0.01047 -4.78116 -0.10698
H 0.39695 -3.17060 -0.73582
H -0.50730 -4.30710 -1.74937
H -2.05567 -4.97103 1.26692
H -4.24180 -3.36241 1.70787
H -4.96256 -1.13782 0.86382
H -4.74081 -1.09090 -0.90492
H -3.67643 -0.14010 0.13919
```

Values from the calculation:
- Max |F|: 1.3 eV/A
- E_tot: -10543.05913 Eh
- Relative energy (zero: lowest compared OMol25 entry of this formula, charge and spin): 2.214 eV
- M: 1261.9 g/mol
- Multiplicity: 2
- Kohn-Sham gap (alpha / beta): 6.67 / 5.69 eV
- LUMO energy (alpha / beta): -0.65 / -1.63 eV

Löwdin population analysis, charges in e, atoms 1 to 8:
1 Ir 1.216
2 O -0.246
3 C -0.347
4 C -0.011
5 C -0.067
6 C -0.091
7 C -0.036
8 C -0.160

=====

# 3
ORCA calculation (the ωB97M-V functional and the def2-TZVPD basis) on a single C3H4ClF molecule in a non-equilibrium geometry.

The geometry in XYZ format:
```
9
C3H4ClF (the ωB97M-V functional and the def2-TZVPD basis)
C -2.19581 -0.59693 0.15216
C -1.21188 0.06297 -0.43273
C 0.01836 0.36502 0.30931
F 0.37875 1.64641 0.00257
Cl 1.38974 -0.74009 -0.05322
H -3.00737 -0.88520 -0.39916
H -2.21640 -0.97835 1.20786
H -1.26152 0.25535 -1.45772
H -0.21309 0.38573 1.35826
```

Values from the calculation:
- SMILES string: C=C[C@H](F)Cl
- Max |F|: 2.5 eV/A
- E_tot: -676.73164 Eh
- Relative energy (zero: lowest compared OMol25 entry of this formula, charge and spin): 0.268 eV
- M: 94.5 g/mol
- Kohn-Sham gap: 11.60 eV
- LUMO energy: 0.99 eV

Löwdin population analysis, charges in e, atoms 1 to 8:
1 C 0.037
2 C -0.186
3 C -0.743
4 F -0.046
5 Cl 0.617
6 H 0.027
7 H 0.095
8 H 0.095

=====

# 4
ORCA calculation (the ωB97M-V functional and the def2-TZVPD basis) on 3 unconnected molecules or ions with the total composition C24H56ClO11P4 in a non-equilibrium geometry.

The geometry in XYZ format:
```
96
C24H56ClO11P4 (the ωB97M-V functional and the def2-TZVPD basis)
C 1.27405 2.68238 6.88456
C 1.13591 3.95332 6.09371
C 2.25706 4.21347 5.13017
C 0.08159 4.72797 6.25527
C -0.22801 5.98549 5.51072
C -1.50300 5.93612 4.63243
C -1.70398 4.66844 3.78555
C -0.90031 4.80515 2.46643
C -3.21197 4.54561 3.44628
C -3.73228 3.11096 3.30407
C -3.40020 2.18977 4.47694
O -2.40079 1.27995 4.15272
P -2.16307 0.34669 5.70806
O -3.90573 0.56153 6.04737
C -4.54213 1.36914 5.08573
P -5.54428 0.30258 3.95431
O -4.93001 -1.17416 4.13103
Cl -7.40711 0.20099 4.94040
H 0.94890 1.83258 6.28085
H 2.32146 2.50479 7.14145
H 0.66365 2.69574 7.78455
H 3.20877 4.19980 5.66490
H 2.25692 3.44900 4.34951
H 2.18394 5.17714 4.62833
H -0.64750 4.40487 6.99300
H 0.60456 6.34156 4.90410
H -0.40546 6.76356 6.26230
H -2.37340 6.16065 5.25139
H -1.41557 6.76862 3.92517
H -1.34113 3.75962 4.26189
H -0.05583 5.48908 2.56482
H -1.53429 5.06325 1.61924
H -0.46599 3.83238 2.21909
H -3.40293 5.07090 2.50590
H -3.80299 5.07609 4.19813
H -4.82121 3.17528 3.19025
H -3.35967 2.68427 2.37071
H -3.10875 2.84407 5.31731
H -0.73211 0.23173 5.42720
H -2.33463 -0.83957 4.91491
H -2.04355 -0.36405 6.95554
H -1.80813 1.56462 6.41200
H -5.22231 2.07407 5.58823
H -4.84209 -1.40513 5.07303
O -1.44128 -1.68196 -1.40705
P -0.80863 -0.35898 -1.41346
O 0.55148 -0.34265 -0.57211
C 1.54382 -1.33112 -0.83965
C 2.22759 -1.11227 -2.17687
O -1.67798 0.63395 -0.52897
C -2.90715 0.23040 0.10422
C -2.68463 -0.22133 1.52896
O -0.49334 0.72066 -2.55291
C -0.71382 0.42825 -3.94405
C -2.11251 -0.09086 -4.21926
H 1.09700 -2.32785 -0.79420
H 2.26965 -1.25974 -0.03069
H 1.54248 -1.33558 -2.99971
H 3.09401 -1.76648 -2.28031
H 2.54989 -0.07624 -2.28178
H -3.40390 -0.53843 -0.48881
H -3.55335 1.11034 0.09249
H -1.93330 -1.01248 1.57571
H -3.61201 -0.59462 1.96088
H -2.32888 0.59562 2.15511
H 0.03843 -0.28419 -4.29553
H -0.54781 1.36295 -4.47730
H -2.26200 -1.07608 -3.77418
H -2.28148 -0.17886 -5.29328
H -2.85941 0.58039 -3.79453
O 2.91724 -6.22453 -6.39642
P 3.56517 -4.91067 -6.43566
O 4.94252 -4.89557 -5.62615
C 5.93442 -5.88565 -5.90638
C 6.59813 -5.67300 -7.25419
O 2.72304 -3.90808 -5.51567
C 1.52199 -4.31615 -4.85370
C 1.80105 -4.78271 -3.44291
O 3.84242 -3.83850 -7.57853
C 3.57960 -4.12686 -8.96837
C 2.17430 -4.64493 -9.20270
H 5.49071 -6.88227 -5.84710
H 6.67250 -5.80560 -5.10972
H 5.90697 -5.90214 -8.06951
H 7.46450 -6.32584 -7.36207
H 6.91602 -4.63645 -7.36649
H 1.00527 -5.08469 -5.42795
H 0.87331 -3.43878 -4.83251
H 2.55427 -5.57117 -3.42315
H 0.89100 -5.15900 -2.97467
H 2.18248 -3.95707 -2.84187
H 4.32157 -4.83688 -9.34251
H 3.73062 -3.19032 -9.50144
H 2.03813 -5.63189 -8.75737
H 1.97356 -4.72937 -10.27081
H 1.43996 -3.97503 -8.75444
```

Values from the calculation:
- Max |F|: 4.2 eV/A
- E_tot: -3601.51304 Eh
- M: 680.0 g/mol
- Kohn-Sham gap: 6.07 eV
- LUMO energy: 1.71 eV
- Net charge: -1

Löwdin population analysis, charges in e, atoms 1 to 8:
1 C -0.069
2 C -0.354
3 C -0.059
4 C -0.101
5 C -0.191
6 C -0.178
7 C -0.344
8 C -0.056

=====

Q: E_tot of number 4 (C24H56ClO11P4)?
A: -3601.51304 Eh

=====

Q: The highest max |F| belongs to which entry?
A: C15H15FeNO3

=====

Q: Among the records above, which one has the highest E_tot?
A: C3H4ClF

=====

Q: Look up the max |F| of the second one.
A: 1.3 eV/A